# C36H44IrN2O11P2S4

A structure of composition C36H44IrN2O11P2S4 (the ωB97M-V functional and the def2-TZVPD basis, OMol25).

Electronic energy (eV): -128312.50313
Total charge: -1
LUMO (hartree): 0.0824
ΔE to the lowest compared entry with this formula, charge and spin (kcal/mol): 34.2

Each line ends with the Mulliken charge.
CARTESIAN COORDINATES (ANGSTROEM)
Ir 0.9634 -0.0173 0.6239  1.441
S 3.2550 1.5056 -1.0740  1.790
S 2.5835 1.3480 2.4430  1.483
S -0.9098 1.0726 -0.1651  -0.539
S 0.4184 4.3059 0.2504  -0.519
P -0.7183 3.0863 -0.7033  0.811
P -0.6968 -1.5320 1.3180  1.830
O 3.7355 1.9470 -2.3637  -0.802
O 2.7189 1.6621 3.8283  -0.747
O 1.1679 1.5224 1.9478  -1.034
O 1.8161 1.6687 -0.8256  -0.556
O 0.5206 -1.3808 3.0789  -0.449
O 3.6729 0.1439 -0.7468  -0.614
O -0.4656 3.1597 -2.2742  -0.369
O 1.9266 -2.6455 4.3178  -0.824
O 2.9567 0.0006 2.0070  -0.665
O 1.0998 -1.4121 -0.8916  2.036
O -2.2895 3.4381 -0.6742  -0.308
N 2.1626 -1.0313 -2.8433  0.510
N 2.9948 -2.6245 -1.3612  0.272
C -1.9897 -0.8336 2.4004  0.950
C -1.8447 -3.0362 -2.3788  -0.836
C 0.4599 -4.9337 3.3262  -0.717
C -3.5341 -1.4574 -1.7680  -0.524
C 3.3874 -1.0478 -3.6251  -1.276
C -3.2298 -1.4514 2.5133  -0.271
C 3.6767 2.5084 1.5682  -0.402
C 5.2543 4.3064 1.9559  -0.627
C 1.0310 -2.4709 3.5074  0.078
C -2.5216 3.8577 1.7681  -1.189
C -2.6891 0.8201 4.0017  -0.658
C -2.8733 -1.2202 -0.5677  -0.283
C 3.0197 -3.7758 -2.2542  -1.085
C -1.1976 -2.7963 -1.1784  -1.316
C -0.3262 -5.9450 2.8019  -0.649
C -1.3749 -4.3459 1.3351  -0.539
C 2.0699 -1.6494 -1.6673  -1.328
C -1.7203 0.3055 3.1547  -0.498
C 3.0408 -3.0003 0.0489  -0.866
C -1.2591 -5.6414 1.8201  -0.818
C -4.0266 2.2559 0.5524  -0.733
C -1.6879 -1.8755 -0.2454  1.214
C 4.3202 3.3916 2.4242  -0.589
C -2.0417 4.2567 -3.7264  -1.599
C 1.0973 -0.1348 -3.2684  -0.891
C -1.3479 2.9462 -3.3936  0.697
C 4.9281 3.4641 -0.2582  -0.478
C -0.5671 -3.3217 1.8362  0.430
C -3.1950 3.5218 0.4516  0.332
C 5.5622 4.3414 0.6112  -0.624
C -3.0175 -2.3566 -2.6839  -0.946
C 3.9909 2.5499 0.1925  -0.607
C -2.3388 1.8042 -3.2476  -0.642
C -3.9295 0.2045 4.1070  -0.702
C -4.1988 -0.9350 3.3637  -0.847
C 0.3174 -3.6368 2.8605  0.188
H 5.1422 3.4837 -1.3176  0.560
H -3.2870 3.8688 2.5476  0.505
H 3.9563 -4.3166 -2.1151  0.341
H -3.8488 4.3504 0.1651  0.364
H -2.0252 4.8248 1.7311  0.379
H 3.6070 -0.0255 -3.9289  0.445
H -4.6834 0.6092 4.7712  0.392
H -2.8578 1.6820 -4.2021  0.593
H -0.6527 2.7020 -4.2015  0.394
H 5.7334 4.9829 2.6518  0.380
H -5.1595 -1.4281 3.4452  0.441
H 6.2879 5.0478 0.2280  0.386
H -3.0791 2.0203 -2.4797  0.003
H 1.1784 -5.1080 4.1173  0.534
H 3.1609 -2.1151 0.6665  0.058
H -4.3914 1.9510 -0.4296  0.143
H 2.1909 -4.4632 -2.0403  0.286
H -3.3041 -0.5153 0.1261  -0.161
H 4.0779 3.3549 3.4753  0.593
H 4.2013 -1.3982 -2.9957  0.399
H -0.2969 -3.3486 -0.9547  0.699
H 2.1466 -3.5545 0.3585  0.296
H -1.3158 5.0685 -3.7597  0.363
H -1.4347 -3.7581 -3.0750  0.439
H -2.5310 4.1833 -4.7002  0.491
H 0.5440 0.2118 -2.4008  -0.202
H 2.9553 -3.4672 -3.2944  0.356
H -1.8584 0.8651 -2.9928  -0.161
H -2.4683 1.7063 4.5830  0.499
H -4.4501 -0.9216 -1.9858  0.442
H -3.4462 -2.3454 1.9405  0.378
H -2.7921 4.4903 -2.9710  0.195
H 0.4197 -0.6411 -3.9603  0.367
H -3.5271 -2.5361 -3.6229  0.351
H -0.2326 -6.9606 3.1674  0.396
H -1.7788 3.1040 2.0316  -0.007
H -4.8866 2.4440 1.1988  0.578
H -1.9032 -6.4165 1.4235  0.434
H 3.9135 -3.6368 0.1946  0.455
H -0.7516 0.7802 3.0807  0.484
H -3.4452 1.4444 0.9917  -0.173
H -2.1112 -4.1499 0.5714  0.375
H 3.2966 -1.6823 -4.5120  0.305
H 1.5498 0.7271 -3.7570  0.512



# CH3FP2

A cluster of 2 separate species, CH3FP2 in total (the ωB97M-V functional and the def2-TZVPD basis, OMol25).

Electronic energy (eV): -22377.08285
Total charge: 0
LUMO (hartree): 0.0120
ΔE to the lowest compared entry with this formula, charge and spin (kcal/mol): 51.6

Each line ends with the Mulliken charge.
CARTESIAN COORDINATES (ANGSTROEM)
P 2.1060 -0.8304 0.0917  -0.109
P -2.4193 -1.0350 -0.4958  -0.183
F -2.4352 1.7754 0.1015  -0.158
C -2.4076 0.5271 -0.3164  0.347
H 1.2430 -0.5168 1.2804  0.050
H 1.2043 -0.4088 -0.7360  0.003
H 2.7088 0.4886 0.0746  0.051



# C6H14NO

The molecule C6H14NO (the ωB97M-V functional and the def2-TZVPD basis, OMol25).

Electronic energy (eV): -9981.13161
Total charge: 0
LUMO (alpha / beta) (hartree): 0.0386 / -0.0561
ΔE to the lowest compared entry with this formula, charge and spin (kcal/mol): 81.6
Spin multiplicity: 2
<S²>: 0.757

Each line ends with the Mulliken charge.
CARTESIAN COORDINATES (ANGSTROEM)
O -1.7178 2.3259 1.4536  -0.463
N 0.8090 0.9966 0.6294  -0.331
C 1.1486 2.2111 1.5882  -0.882
C 0.7118 -1.5407 -0.9285  -0.279
C 0.3111 -3.0826 -1.1138  -1.184
C -0.4751 -0.4924 -0.9025  -0.489
C -1.5736 1.5526 0.4043  -0.357
C -0.5427 0.2309 0.6318  -0.396
H 2.0703 2.8329 1.2895  0.287
H -1.1541 1.8940 -0.5805  0.253
H 1.0512 -3.6697 -1.7322  0.301
H 1.2085 1.9598 2.6368  0.321
H -2.5983 1.2244 0.0988  0.370
H 1.3220 -1.3508 -1.8116  0.225
H -0.5338 0.4228 -1.6069  0.376
H -0.6500 -3.1252 -1.8223  0.277
H -0.3089 -0.4218 1.5853  0.339
H 0.2740 2.8593 1.6831  0.341
H -1.3743 -1.1779 -0.9670  0.302
H 0.0029 -3.7000 -0.3420  0.379
H 0.8203 1.4413 -0.2447  0.284
H 1.1989 -1.3907 0.0511  0.325



# C18H52N2O12

A cluster of 7 separate species, C18H52N2O12 in total (the ωB97M-V functional and the def2-TZVPD basis, OMol25).

Electronic energy (eV): -47052.90562
Total charge: 0
LUMO (hartree): 0.0091
ΔE to the lowest compared entry with this formula, charge and spin (kcal/mol): 85.6

Each line ends with the Mulliken charge.
CARTESIAN COORDINATES (ANGSTROEM)
O 1.4512 2.6391 -4.2292  -0.575
O -0.8456 3.7771 1.7374  -0.566
O -0.4148 0.3272 5.8111  -0.379
O -0.2336 -3.5057 -1.4579  -0.325
O 1.5863 -0.0991 -3.9194  -0.493
O 5.6064 -1.8264 0.4308  -0.617
O 5.6441 0.2304 2.2908  -0.558
O 0.1913 -1.8211 0.8692  -0.580
O 1.3807 3.8523 0.3047  -0.483
O -4.8248 0.4249 -2.2736  -0.332
O -0.6258 -5.0054 -4.2015  -0.543
O 1.5945 -0.5753 -1.1239  -0.538
N -2.3017 -2.2584 3.9241  -0.706
N -2.0182 0.7911 -2.7619  -0.375
C 0.3382 -0.0936 -0.8321  0.039
C 4.6482 -0.7217 0.2252  0.350
C -2.8293 1.9963 -2.4747  0.547
C -1.2251 1.4406 5.8922  -0.558
C 0.0281 -4.9056 -1.7751  -0.506
C 4.3516 -0.0272 1.6016  -0.178
C 1.4107 3.8939 1.7228  -0.508
C 0.2517 3.0930 2.2312  0.296
C -1.6782 -1.5355 5.0550  0.718
C -1.2295 -2.4641 6.1690  -1.568
C 2.4746 2.0637 -3.2908  0.321
C 0.4600 -4.9781 -3.2460  -0.393
C 0.2372 -0.4041 0.6608  -0.382
C -2.1249 3.2259 -2.9501  -1.164
C -5.4684 -0.4436 -3.1880  -0.719
C -4.2817 1.6744 -2.9066  -1.017
C 2.8398 0.5554 -3.6664  -0.599
C -0.6821 -0.4399 4.6282  -0.484
H -0.3442 -4.3982 -4.8898  0.332
H 0.1751 2.9119 3.3033  0.217
H 0.9145 0.5364 -4.1771  0.349
H 5.5873 -2.3900 -0.3462  0.306
H -2.9649 2.0815 -1.3966  0.113
H -0.4216 -3.1611 5.9463  0.362
H -0.9766 1.9223 6.8379  0.303
H 2.2463 4.1592 0.0249  0.261
H 2.0489 2.1489 -2.2909  -0.257
H -2.5668 4.0943 -2.4617  0.426
H -4.4533 1.7240 -3.9818  0.436
H 3.5052 0.5903 -4.5290  0.348
H 1.2448 4.8948 2.1212  0.280
H -1.9559 -3.0919 6.6849  0.428
H 0.2057 -0.9193 4.2158  0.375
H 5.0538 0.0055 -0.4782  0.189
H -1.1004 -3.5853 -1.0529  0.244
H -2.1163 3.4218 -4.0223  0.392
H -5.8655 -1.3032 -2.6481  0.261
H -4.7381 -0.8217 -3.9033  0.328
H 3.7787 -1.0850 -0.3226  -0.167
H 3.6886 -0.7434 2.0871  0.232
H 2.4166 3.5630 1.9812  0.436
H 0.7013 -2.1559 0.1280  0.308
H -1.0685 3.2645 -2.6841  0.001
H -1.0021 -5.2537 -1.7014  0.325
H 0.2006 0.9709 -1.0214  0.250
H -1.5519 -2.4743 3.2827  0.235
H 1.0141 3.2923 -3.6780  0.316
H -1.1026 0.2023 3.8544  0.256
H -2.2851 1.2055 5.7964  0.311
H -1.2033 2.0871 5.0149  0.093
H -2.5034 -3.1427 4.3685  0.310
H 3.3779 2.6643 -3.1832  0.400
H 1.0503 -5.8816 -3.3985  0.326
H -4.9150 2.5002 -2.5826  0.389
H -0.8835 -1.8604 7.0080  0.362
H 0.6561 -5.4609 -1.0784  0.291
H -0.8805 3.7575 0.7782  0.338
H -6.2782 -0.0466 -3.8001  0.292
H 1.2002 -4.2366 -3.5466  0.254
H -2.5111 -0.9870 5.4949  -0.022
H 6.0198 -0.6352 2.1142  0.393
H 3.4055 -0.0075 -2.9240  0.303
H -1.8636 0.8079 -3.7598  0.229
H 3.8459 0.9353 1.5236  0.071
H 1.0956 -0.1322 1.2751  0.010
H 0.1826 2.1146 1.7557  -0.297
H 1.7951 -0.3521 -2.0358  0.155
H -0.6425 0.0769 1.0883  0.333
H -2.5483 -0.0528 -2.5975  0.264
H -0.3779 -0.6351 -1.4503  0.188



# C2HCdO2

A structure of composition C2HCdO2 (the ωB97M-V functional and the def2-TZVPD basis, OMol25).

Electronic energy (eV): -10724.18994
Total charge: +2
LUMO (alpha / beta) (hartree): -0.4828 / -0.4956
ΔE to the lowest compared entry with this formula, charge and spin (kcal/mol): 3.7
Spin multiplicity: 2
<S²>: 0.762

Each line ends with the Mulliken charge.
CARTESIAN COORDINATES (ANGSTROEM)
Cd -0.3812 2.0053 0.2974  1.408
O 1.0316 0.5476 0.1276  -0.351
O -1.6510 0.2871 0.0398  -0.208
C 0.7896 -0.6233 0.0048  0.369
C -1.2527 -0.7984 -0.1100  0.382
H 1.4637 -1.4181 -0.3596  0.400



# C5H5AlO

A structure of composition C5H5AlO (the ωB97M-V functional and the def2-TZVPD basis, OMol25).

Electronic energy (eV): -13883.46505
Total charge: +2
LUMO (alpha / beta) (hartree): -0.4298 / -0.4312

Each line ends with the Mulliken charge.
CARTESIAN COORDINATES (ANGSTROEM)
Al 0.8397 -1.1655 1.9490  0.654
O 0.2431 -0.3106 0.8415  -0.036
C 3.2752 -1.2997 1.9837  -0.448
C 1.6220 1.0229 -0.7229  0.214
C 0.7686 0.3832 -0.0493  0.487
C 2.9252 1.1403 -1.1164  -0.090
C 2.8333 -1.8815 0.8389  -0.609
H 3.6025 -0.2779 2.1863  0.329
H 2.7714 -1.5371 -0.1926  0.430
H 3.3476 -1.8933 2.9004  0.383
H 2.5664 -2.9433 0.8276  0.344
H 3.4809 1.8506 -0.4760  0.342



Q: electronic energy of number 4 (C18H52N2O12)?
A: -47052.90562 eV